[1]
{
  "formula": "C4H9O2",
  "method": "wB97M-V/def2-TZVPD",
  "symbols": ["C", "C", "C", "C", "O", "O", "H", "H", "H", "H", "H", "H", "H", "H", "H"],
  "positions_angstrom": [[-2.906, 0.396, -0.140], [-1.336, 0.333, -0.001], [-0.296, 1.403, -0.781], [3.429, -1.631, 0.604], [3.930, -0.442, 0.618], [-0.155, 2.552, -0.657], [-3.409, -0.414, 0.481], [-3.373, 1.366, 0.159], [-3.278, 0.239, -1.169], [-1.011, 0.424, 1.050], [-0.955, -0.641, -0.339], [0.427, 0.614, -1.290], [2.708, -1.904, 1.431], [3.304, -2.034, -0.408], [2.920, -0.263, 0.442]],
  "mulliken_spin": [0.001, 0.002, -0.001, 0.884, 0.100, 0.000, 0.000, 0.000, 0.000, -0.001, 0.000, 0.002, 0.010, 0.015, -0.011],
  "e_tot_ev": -8383.8566,
  "charge": 0,
  "de_lowest_kj_mol": 294.44,
  "molar_mass_g_mol": 89.11,
  "spin_multiplicity": 2,
  "s_squared": 0.75,
  "gap_ev": [8.56, 10.18]
}

=====

[2]
{
  "formula": "C25H20ClN3PSm",
  "method": "wB97M-V/def2-TZVPD",
  "symbols": ["C", "C", "C", "H", "C", "C", "H", "H", "H", "H", "Sm", "Cl", "P", "C", "C", "H", "C", "H", "C", "H", "C", "H", "C", "H", "C", "C", "H", "C", "H", "C", "H", "C", "H", "C", "H", "C", "C", "H", "C", "H", "C", "H", "C", "H", "C", "H", "N", "C", "N", "C", "N"],
  "positions_angstrom": [[-1.033, -1.544, 1.714], [-0.936, -1.801, 0.311], [0.441, -2.063, 0.003], [-1.771, -1.848, -0.389], [1.194, -1.948, 1.215], [0.286, -1.630, 2.276], [0.536, -1.532, 3.334], [-1.957, -1.335, 2.257], [0.829, -2.376, -0.964], [2.271, -2.111, 1.314], [0.322, 0.406, 0.759], [2.638, 1.352, 0.399], [-0.026, 0.379, -2.582], [1.208, -0.696, -3.372], [0.943, -1.476, -4.512], [-0.047, -1.467, -4.967], [1.953, -2.274, -5.059], [1.736, -2.885, -5.938], [3.226, -2.300, -4.488], [4.008, -2.928, -4.918], [3.495, -1.525, -3.355], [4.485, -1.548, -2.902], [2.498, -0.728, -2.800], [2.715, -0.128, -1.913], [-1.643, -0.117, -3.237], [-2.044, -1.467, -3.142], [-1.350, -2.224, -2.772], [-3.332, -1.841, -3.521], [-3.635, -2.885, -3.438], [-4.236, -0.883, -3.992], [-5.248, -1.176, -4.271], [-3.842, 0.455, -4.088], [-4.546, 1.207, -4.444], [-2.556, 0.843, -3.710], [-2.258, 1.889, -3.775], [0.327, 2.044, -3.227], [0.890, 2.234, -4.498], [1.155, 1.372, -5.113], [1.116, 3.533, -4.966], [1.547, 3.673, -5.959], [0.807, 4.636, -4.167], [0.988, 5.644, -4.536], [0.273, 4.448, -2.886], [0.040, 5.306, -2.257], [0.038, 3.161, -2.413], [-0.371, 3.011, -1.410], [-0.601, 1.645, 2.460], [-0.613, 1.589, 3.653], [-0.635, 1.609, 4.917], [-0.283, 0.617, 5.713], [0.008, -0.216, 6.490]],
  "mulliken_spin": [-0.013, -0.010, -0.014, 0.000, -0.011, -0.008, 0.001, 0.001, 0.002, 0.000, 5.084, -0.017, -0.002, -0.003, 0.000, 0.000, 0.000, 0.000, 0.000, 0.000, 0.001, 0.000, 0.003, -0.003, -0.001, -0.001, 0.000, 0.000, 0.000, 0.000, 0.000, 0.000, 0.000, 0.000, 0.000, -0.004, 0.000, 0.000, 0.000, 0.000, 0.000, 0.000, 0.001, 0.000, 0.001, 0.000, -0.006, 0.000, 0.000, 0.000, 0.000],
  "e_tot_ev": -70436.7763,
  "charge": 0,
  "de_lowest_kj_mol": 0.00,
  "molar_mass_g_mol": 579.24,
  "spin_multiplicity": 6,
  "s_squared": 8.76,
  "gap_ev": [8.31, 8.68]
}

=====

[3]
{
  "formula": "C34H29MnN11P2",
  "method": "wB97M-V/def2-TZVPD",
  "symbols": ["Mn", "C", "N", "P", "C", "C", "C", "C", "C", "C", "C", "C", "C", "C", "C", "C", "P", "C", "C", "C", "C", "C", "C", "C", "C", "C", "C", "C", "C", "H", "H", "H", "H", "H", "H", "H", "H", "H", "H", "H", "H", "H", "H", "H", "H", "H", "H", "H", "H", "H", "H", "H", "N", "C", "N", "N", "N", "N", "C", "N", "N", "N", "N", "H", "N", "C", "C", "C", "C", "C", "C", "C", "H", "H", "H", "H", "H"],
  "positions_angstrom": [[-1.461, -0.022, -0.768], [2.618, 0.274, 2.196], [1.751, 0.584, 1.050], [2.303, -0.180, -0.445], [3.951, 0.614, -0.589], [4.292, 1.832, -0.002], [5.547, 2.383, -0.210], [6.473, 1.726, -1.011], [6.144, 0.513, -1.595], [4.891, -0.044, -1.375], [1.408, 0.802, -1.717], [0.447, 0.133, -2.487], [-0.233, 0.792, -3.508], [0.102, 2.095, -3.821], [1.072, 2.757, -3.085], [1.705, 2.124, -2.030], [0.075, 0.718, 1.332], [-0.399, -0.395, 2.709], [-1.322, -1.403, 2.442], [-1.761, -2.263, 3.441], [-1.276, -2.125, 4.730], [-0.365, -1.115, 5.020], [0.062, -0.257, 4.022], [-0.122, 2.367, 2.056], [-0.938, 2.624, 3.154], [-1.181, 3.930, 3.554], [-0.642, 4.992, 2.846], [0.154, 4.748, 1.733], [0.411, 3.446, 1.341], [3.653, 0.202, 1.868], [2.348, -0.666, 2.681], [2.564, 1.084, 2.926], [3.570, 2.348, 0.620], [5.803, 3.328, 0.251], [7.452, 2.159, -1.173], [6.864, -0.006, -2.214], [4.640, -1.001, -1.820], [0.293, -0.932, -2.338], [-0.990, 0.269, -4.079], [-0.415, 2.617, -4.614], [1.315, 3.785, -3.319], [2.456, 2.660, -1.466], [-1.723, -1.533, 1.445], [-2.486, -3.032, 3.206], [-1.614, -2.792, 5.513], [0.004, -0.990, 6.029], [0.740, 0.547, 4.275], [-1.402, 1.813, 3.700], [-1.808, 4.113, 4.417], [-0.852, 6.009, 3.151], [0.540, 5.573, 1.150], [1.023, 3.252, 0.471], [-4.275, 1.458, -2.308], [-4.300, 0.090, -2.127], [-5.310, -0.683, -2.480], [-4.920, -1.925, -2.135], [-3.749, -1.903, -1.609], [-3.305, -0.619, -1.585], [-3.168, 2.228, -2.004], [-2.863, 3.370, -2.590], [-1.715, 3.774, -2.003], [-1.361, 2.906, -1.114], [-2.281, 1.901, -1.072], [-4.913, 1.835, -2.987], [-0.840, -2.150, -0.759], [-1.147, -3.245, -0.906], [-1.535, -4.612, -1.081], [-2.847, -4.908, -1.447], [-3.202, -6.237, -1.609], [-2.267, -7.243, -1.409], [-0.962, -6.936, -1.044], [-0.587, -5.616, -0.878], [-3.552, -4.100, -1.596], [-4.216, -6.484, -1.895], [-2.556, -8.278, -1.540], [-0.238, -7.725, -0.891], [0.424, -5.355, -0.594]],
  "mulliken_spin": [4.748, 0.000, -0.043, 0.016, -0.001, 0.000, 0.000, 0.000, 0.000, 0.001, -0.024, 0.141, -0.022, 0.001, 0.010, -0.013, 0.072, -0.030, -0.003, 0.007, 0.000, 0.000, -0.001, -0.009, 0.011, -0.001, 0.002, -0.001, 0.009, 0.001, 0.000, 0.000, 0.000, 0.000, 0.000, 0.000, 0.000, 0.005, -0.011, 0.000, 0.000, 0.001, -0.025, 0.001, 0.000, 0.000, -0.001, 0.002, 0.000, 0.000, 0.000, 0.002, 0.004, 0.027, 0.002, 0.011, -0.005, 0.056, 0.005, 0.002, 0.015, 0.006, 0.022, 0.000, -0.066, 0.056, 0.012, 0.002, -0.001, 0.002, -0.001, 0.005, 0.001, 0.000, 0.000, 0.000, 0.000],
  "e_tot_ev": -102017.7337,
  "charge": 0,
  "de_lowest_kj_mol": 70.54,
  "molar_mass_g_mol": 708.57,
  "spin_multiplicity": 6,
  "s_squared": 8.76,
  "gap_ev": [7.59, 7.51]
}

=====

[4]
{
  "formula": "C10H24O3Si2",
  "method": "wB97M-V/def2-TZVPD",
  "symbols": ["C", "C", "O", "O", "C", "C", "C", "C", "Si", "O", "Si", "C", "C", "C", "C", "H", "H", "H", "H", "H", "H", "H", "H", "H", "H", "H", "H", "H", "H", "H", "H", "H", "H", "H", "H", "H", "H", "H", "H"],
  "positions_angstrom": [[2.885, -2.165, 0.350], [4.114, -1.442, -0.119], [5.106, -1.983, -0.547], [4.015, -0.087, -0.006], [3.940, 0.599, -1.274], [3.234, 1.921, -1.073], [1.784, 1.780, -0.582], [1.622, 1.850, 0.947], [-0.126, 2.178, 1.537], [-0.885, 0.770, 1.984], [-1.445, -0.333, 0.872], [-3.222, -0.754, 1.274], [-4.171, -0.989, 0.081], [-4.156, 0.160, -0.949], [-3.876, -2.331, -0.596], [2.634, -1.864, 1.368], [2.039, -1.932, -0.301], [3.080, -3.238, 0.319], [3.367, -0.015, -1.980], [4.953, 0.730, -1.660], [3.810, 2.526, -0.367], [3.252, 2.431, -2.041], [1.393, 0.815, -0.933], [1.174, 2.558, -1.053], [1.974, 0.918, 1.405], [2.263, 2.643, 1.354], [-0.099, 3.067, 2.718], [-0.907, 2.834, 0.461], [-0.566, -1.523, 0.964], [-1.276, 0.224, -0.492], [-3.181, -1.677, 1.868], [-3.622, 0.012, 1.948], [-5.189, -1.042, 0.487], [-3.617, -0.127, -1.856], [-5.177, 0.408, -1.258], [-3.714, 1.073, -0.548], [-3.863, -3.141, 0.140], [-2.904, -2.299, -1.098], [-4.642, -2.559, -1.342]],
  "mulliken_charge": [-0.748, 0.580, -0.571, -0.270, -0.548, -0.897, -0.278, -0.527, 0.408, -0.234, 0.440, -1.067, 0.740, -1.391, -1.573, 0.290, 0.152, 0.371, 0.377, 0.350, 0.339, 0.357, 0.074, 0.442, 0.055, 0.496, -0.221, -0.153, -0.219, -0.129, 0.420, 0.400, 0.377, 0.331, 0.350, 0.350, 0.385, 0.337, 0.404],
  "e_tot_ev": -32659.2392,
  "charge": 0,
  "molar_mass_g_mol": 248.47,
  "spin_multiplicity": 1,
  "gap_ev": 10.94
}

=====

[5]
{
  "formula": "C33H31Cl3GeN2O4PtSb2",
  "method": "wB97M-V/def2-TZVPD",
  "symbols": ["Pt", "C", "C", "C", "Sb", "C", "C", "C", "C", "C", "C", "C", "C", "C", "C", "C", "C", "Sb", "C", "C", "C", "C", "C", "C", "C", "C", "C", "C", "C", "C", "H", "H", "H", "H", "H", "H", "H", "H", "H", "H", "H", "H", "H", "H", "H", "H", "H", "H", "H", "H", "H", "H", "H", "H", "H", "H", "C", "C", "N", "C", "C", "N", "C", "O", "O", "C", "O", "O", "H", "H", "H", "H", "H", "Cl", "Ge", "Cl", "Cl"],
  "positions_angstrom": [[-1.093, 2.494, -0.158], [1.539, 0.738, 1.357], [2.136, 1.770, 0.429], [2.767, 1.142, -0.868], [1.696, -0.591, -1.731], [1.015, -0.209, -3.838], [0.600, -1.336, -4.542], [0.370, -1.246, -5.921], [0.399, -0.007, -6.532], [0.787, 1.106, -5.840], [1.086, 0.990, -4.474], [3.348, -1.996, -1.575], [3.675, -2.485, -0.307], [4.860, -3.213, -0.103], [5.731, -3.448, -1.151], [5.427, -2.923, -2.422], [4.220, -2.243, -2.604], [-0.340, -0.293, 0.520], [-0.652, -1.427, 2.467], [0.315, -1.488, 3.481], [-0.014, -1.933, 4.752], [-1.277, -2.507, 5.006], [-2.223, -2.456, 3.975], [-1.919, -1.962, 2.732], [-1.592, -2.038, -0.201], [-1.128, -3.341, 0.043], [-1.822, -4.465, -0.496], [-2.971, -4.327, -1.179], [-3.463, -3.033, -1.410], [-2.856, -1.909, -0.807], [1.111, 1.177, 2.297], [2.245, -0.089, 1.586], [2.929, 2.404, 0.913], [1.351, 2.493, 0.119], [3.775, 0.761, -0.695], [2.768, 1.844, -1.798], [0.497, -2.294, -4.014], [0.229, -2.115, -6.528], [0.245, 0.091, -7.638], [1.048, 2.044, -6.334], [1.470, 1.855, -3.941], [3.098, -2.180, 0.554], [5.084, -3.518, 0.915], [6.680, -3.953, -1.068], [6.146, -3.010, -3.238], [3.911, -1.947, -3.609], [1.327, -1.080, 3.340], [0.758, -1.954, 5.534], [-1.558, -2.981, 5.931], [-3.276, -2.723, 4.162], [-2.685, -1.903, 1.953], [-0.194, -3.530, 0.586], [-1.370, -5.451, -0.443], [-3.475, -5.154, -1.694], [-4.295, -2.855, -2.049], [-3.354, -0.939, -0.940], [-0.370, 5.565, 1.137], [-1.233, 4.631, 1.879], [-1.542, 3.379, 1.531], [-2.322, 2.752, 2.590], [-2.417, 3.706, 3.588], [-1.756, 4.848, 3.115], [-3.250, 3.795, 4.858], [-3.703, 2.603, 5.246], [-3.517, 4.869, 5.340], [-2.742, 1.305, 2.372], [-3.385, 0.663, 3.232], [-2.144, 0.855, 1.269], [0.057, 4.938, 0.295], [0.368, 6.105, 1.791], [-0.979, 6.301, 0.589], [-1.687, 5.659, 3.698], [-3.649, 1.891, 4.511], [-3.012, 5.189, -1.677], [-2.647, 3.033, -1.913], [-3.166, 2.323, -3.912], [0.008, 3.233, -2.044]],
  "mulliken_spin": [1.022, 0.303, 0.010, 0.017, -0.006, -0.011, -0.001, 0.000, -0.001, -0.001, 0.005, -0.003, 0.007, 0.000, 0.000, 0.000, 0.002, 0.293, 0.004, 0.007, -0.002, 0.005, -0.003, 0.005, 0.235, -0.037, 0.022, -0.011, 0.027, -0.028, 0.013, 0.016, 0.024, 0.020, 0.000, -0.001, 0.000, 0.000, 0.000, 0.000, -0.001, 0.001, 0.000, 0.000, 0.000, 0.000, -0.001, 0.000, 0.000, 0.000, 0.003, 0.000, 0.002, 0.000, 0.002, 0.010, 0.004, 0.002, 0.236, -0.030, -0.001, 0.002, 0.002, 0.001, 0.002, -0.002, 0.015, 0.121, -0.007, 0.001, 0.001, 0.003, 0.000, 0.068, 0.340, 0.116, 0.176],
  "e_tot_ev": -156290.6713,
  "charge": 1,
  "de_lowest_kj_mol": 5.89,
  "molar_mass_g_mol": 1137.19,
  "spin_multiplicity": 4,
  "s_squared": 3.78,
  "gap_ev": [6.83, 5.20]
}

=====

[6]
{
  "formula": "C6H4O3",
  "method": "wB97M-V/def2-TZVPD",
  "symbols": ["C", "C", "C", "C", "C", "C", "O", "O", "O", "H", "H", "H", "H"],
  "positions_angstrom": [[0.658, -0.112, -1.876], [-0.009, 0.207, 0.224], [0.017, 1.190, -2.035], [-0.535, 1.383, -0.635], [0.288, -1.331, 2.100], [-0.216, -0.210, 1.574], [0.481, -0.621, -0.671], [0.266, 2.308, -1.167], [-1.433, 1.176, -1.693], [0.645, -0.995, -2.533], [-0.236, -1.617, 2.967], [1.125, -1.781, 1.712], [-1.050, 0.403, 2.033]],
  "mulliken_charge": [-0.495, 0.123, 0.102, 1.253, -0.790, -0.382, -0.280, -0.347, -0.359, 0.338, 0.268, 0.349, 0.221],
  "e_tot_ev": -12420.0425,
  "charge": 0,
  "de_lowest_kj_mol": 721.43,
  "molar_mass_g_mol": 124.09,
  "spin_multiplicity": 1,
  "gap_ev": [7.89, 7.58]
}